Record 1
{"formula": "H29O14", "method": "ωB97M-V/def2-TZVPD", "charge": 1, "de_lowest_ev": 3.4706, "orbital_gap_ev": 10.37, "multiplicity": 1, "molar_mass_g_mol": 253.218, "total_energy_ev": -29129.1490, "largest_force_ha_per_bohr": 0.0675, "species": ["O", "H", "O", "H", "H", "O", "H", "H", "O", "H", "H", "O", "H", "H", "O", "H", "H", "O", "H", "H", "O", "H", "H", "O", "H", "H", "O", "H", "H", "O", "H", "H", "O", "H", "H", "O", "H", "H", "O", "H", "H", "H", "H"], "xyz": [[-2.873, 0.768, 0.282], [-3.723, 0.964, -0.139], [2.036, -2.642, 0.076], [2.724, -1.955, -0.128], [1.136, -2.535, -0.202], [0.841, 1.085, -0.468], [1.245, 1.912, -0.144], [0.538, 0.579, 0.324], [-2.532, 3.410, -0.246], [-1.669, 3.613, 0.263], [-3.135, 3.788, 0.405], [0.821, -0.665, 1.291], [0.464, -0.322, 2.123], [1.747, -0.898, 1.373], [2.347, -3.805, 2.430], [2.396, -4.270, 1.611], [1.933, -2.971, 2.587], [-1.010, -2.137, -3.298], [-1.442, -3.009, -3.278], [-0.631, -2.018, -4.179], [3.831, -0.988, 1.231], [3.690, -1.025, 2.173], [4.572, -1.567, 0.990], [-1.699, 1.107, -1.744], [-1.681, 1.943, -2.253], [-0.708, 1.018, -1.630], [-0.136, 4.139, 0.440], [0.287, 4.402, 1.334], [-0.048, 4.953, -0.091], [-1.530, -1.497, 0.330], [-2.220, -1.482, -1.072], [-0.570, -1.545, 0.323], [0.374, -0.702, 3.924], [0.537, 0.017, 4.597], [-0.245, -1.293, 4.350], [1.752, 1.731, -2.951], [2.450, 2.376, -3.073], [2.233, 1.068, -2.429], [-2.840, -1.170, -1.847], [-2.204, -1.158, -2.642], [-2.769, -0.153, -1.621], [-2.454, 1.649, 0.176], [-1.831, -0.713, 0.800]], "atomic_forces_ev_per_a": [[-1.1, 0.3, 0.9], [0.0, -0.3, 0.5], [1.8, -0.6, -0.1], [-1.9, -0.6, -0.1], [0.1, 0.8, -0.8], [-0.2, 0.7, 0.1], [-0.5, -0.5, -0.4], [0.8, 0.3, -0.6], [1.2, 0.5, 1.6], [-1.0, -0.3, -1.4], [-0.6, 0.0, -0.3], [-1.0, 0.1, 0.3], [0.4, -0.5, 0.5], [0.3, -0.1, 0.1], [1.3, -1.4, 2.9], [-0.7, 1.0, -1.1], [-0.6, 0.3, -1.3], [-0.1, -0.3, -0.1], [0.4, 0.3, -0.3], [0.0, -0.1, 0.1], [0.3, 0.4, -0.8], [0.5, -0.4, 0.5], [-0.3, 0.2, 0.6], [2.3, 1.2, -1.9], [-0.6, -0.5, 0.2], [-0.8, -0.3, 0.5], [1.7, 1.3, 2.2], [-1.0, -0.7, -2.1], [-0.1, -0.5, 0.2], [-0.4, -1.2, -0.9], [-0.4, 0.0, 0.4], [0.2, 0.4, 0.6], [0.5, 1.6, 1.1], [-0.3, -1.2, -1.0], [-0.3, -0.3, 0.1], [0.6, -0.3, 0.2], [0.0, 0.5, -0.4], [-0.6, 0.0, 0.0], [1.0, 1.8, -0.1], [-0.5, -0.8, 0.5], [0.0, -1.0, -0.2], [-0.1, -0.3, -0.1], [-0.1, 0.4, -0.1]]}

---

Record 2
{"formula": "H2INO2S", "method": "ωB97M-V/def2-TZVPD", "de_lowest_ev": 1.1021, "orbital_gap_ev": [7.04, 6.97], "multiplicity": 1, "molar_mass_g_mol": 206.992, "total_energy_ev": -24551.4823, "largest_force_ha_per_bohr": 0.0753, "species": ["N", "O", "O", "S", "I", "H", "H"], "xyz": [[-0.066, 0.347, -0.026], [-1.532, 2.060, -1.371], [-1.201, 2.201, 1.116], [-1.321, 1.452, -0.070], [-3.749, -0.377, 0.194], [-0.124, 0.098, 0.899], [0.085, -0.542, -0.588]], "atomic_forces_ev_per_a": [[-0.2, 0.1, -2.6], [0.6, -1.1, 1.8], [0.0, 0.3, 0.9], [-1.5, -1.5, -3.2], [1.7, 1.3, -0.1], [0.5, -1.0, 3.0], [-1.1, 1.9, 0.2]]}

---

Record 3
{"formula": "H2INS", "method": "ωB97M-V/def2-TZVPD", "de_lowest_ev": 2.5657, "orbital_gap_ev": [9.80, 4.89], "multiplicity": 1, "molar_mass_g_mol": 174.994, "total_energy_ev": -20455.7085, "largest_force_ha_per_bohr": 0.0519, "species": ["N", "S", "I", "H", "H"], "xyz": [[-1.697, -0.007, 0.128], [-0.121, 0.023, -0.086], [3.410, 0.246, -0.119], [-1.957, 0.553, -0.661], [0.365, -0.814, 0.738]], "atomic_forces_ev_per_a": [[-0.3, -0.8, 0.6], [0.7, 1.7, -1.9], [0.1, 0.0, 0.0], [-0.9, 0.6, -0.5], [0.4, -1.6, 1.8]]}